C34H30F4NO | ωB97M-V/def2-TZVPD

Positions of all 70 atoms, in Å:
F (1.44758, -5.03683, 2.65498)
C (2.28400, -4.33885, 1.81149)
C (3.17173, -5.06436, 1.01348)
C (4.00891, -4.32377, 0.17381)
F (4.88523, -5.00683, -0.64037)
C (4.00826, -2.94105, 0.13811)
C (3.14226, -2.21747, 1.00577)
C (3.20798, -0.79846, 1.05584)
C (2.45677, -0.00464, 1.92225)
C (2.08265, 1.29703, 1.60421)
C (1.25618, 2.13540, 2.41113)
C (0.63523, 3.27440, 1.83191)
C (-0.37211, 3.91653, 2.52779)
F (-0.97184, 5.01065, 1.94788)
C (-0.77267, 3.53712, 3.81041)
C (-0.05908, 2.49187, 4.40321)
F (-0.37064, 2.14878, 5.69954)
C (0.96900, 1.81481, 3.76295)
C (2.21936, -2.95263, 1.80730)
H (3.19613, -6.14883, 1.03024)
H (4.66093, -2.39086, -0.53701)
H (3.88560, -0.30760, 0.35316)
H (2.10159, -0.44758, 2.85565)
H (2.23878, 1.61941, 0.56967)
H (0.92513, 3.59122, 0.83127)
H (-1.58281, 4.04330, 4.32392)
H (1.52466, 1.02453, 4.26637)
H (1.47859, -2.42750, 2.40749)
C (2.75601, 8.06943, -0.27011)
O (2.34589, 7.35963, 0.91828)
C (3.24993, 6.61226, 1.60290)
C (2.82863, 6.04727, 2.83361)
C (3.55252, 5.02772, 3.40516)
C (4.67731, 4.45134, 2.74301)
C (5.22130, 3.20032, 3.20205)
C (6.09956, 2.37198, 2.48255)
N (6.91822, 1.49156, 3.11593)
C (7.20402, 1.56913, 4.54303)
C (8.00937, 0.30698, 4.88506)
C (8.21890, -0.46588, 3.57718)
C (7.54040, 0.35289, 2.46061)
C (6.06348, 2.36163, 0.98964)
C (4.81723, 2.43229, 0.35303)
C (4.68020, 2.31150, -1.02600)
C (5.82453, 2.27644, -1.82629)
C (7.08397, 2.28346, -1.21995)
C (7.20970, 2.30081, 0.17110)
C (5.21409, 5.21546, 1.66577)
C (4.53674, 6.28547, 1.11003)
H (1.90049, 8.69840, -0.51768)
H (3.63861, 8.69028, -0.06963)
H (2.96511, 7.37398, -1.09425)
H (1.88407, 6.39267, 3.25230)
H (3.23267, 4.61492, 4.35992)
H (4.96596, 2.92468, 4.22444)
H (7.78229, 2.47896, 4.76794)
H (6.28057, 1.61616, 5.12846)
H (8.96759, 0.57933, 5.34049)
H (7.45919, -0.30300, 5.60877)
H (9.28531, -0.59194, 3.35554)
H (7.77150, -1.46517, 3.62842)
H (6.81007, -0.26003, 1.90689)
H (8.29808, 0.67520, 1.73307)
H (3.94584, 2.57361, 0.98734)
H (3.68499, 2.25241, -1.47191)
H (5.72441, 2.23149, -2.91253)
H (7.98242, 2.26875, -1.84069)
H (8.20380, 2.31035, 0.62493)
H (6.17517, 4.92644, 1.24235)
H (4.94076, 6.81320, 0.24287)

Charge ... +1
Highest occupied orbital energy ... -8.8 eV
Electronic energy ... -50142.9031 eV
LUMO ... -6.1 eV
HOMO-LUMO gap ... 2.8 eV